one) C3H11NO2S | the ωB97M-V functional and the def2-TZVPD basis

```
18
C3H11NO2S the ωB97M-V functional and the def2-TZVPD basis
C -0.7231 0.7723 -1.6509
O -1.8219 0.2127 -2.1028
C -0.0063 0.3036 -0.2780
C -0.9268 -0.3132 0.7208
S -1.1666 -2.0966 0.1959
N 0.8487 1.3001 0.2762
H 0.1227 0.6412 -2.3895
H -0.8940 1.8477 -1.5139
H -2.3307 -0.5089 -1.6298
H 0.6743 -0.4571 -0.7330
H -1.9012 0.2268 0.7022
H -0.4275 -0.3025 1.6398
H -1.0571 -1.7344 -1.0275
H 1.7953 0.9218 0.4481
H 0.6592 2.3249 -0.1074
H 1.5831 -1.0651 2.6397
H 3.1367 -1.4125 2.3458
O 2.4349 -0.6607 2.4641
```

Structure (SMILES): N[C@H](CO)CS.O
2S+1: 1
LUMO energy: 0.581 eV
Highest occupied orbital energy: -9.05 eV
HOMO-LUMO gap: 0.3538 Ha

Results of the Mulliken charge analysis, in e, for atoms 1 through 6: -0.4894, -0.5065, 0.0754, -0.9771, -0.1499, -0.5170

***

two) C3H11NO2S | the ωB97M-V functional and the def2-TZVPD basis

```
18
C3H11NO2S the ωB97M-V functional and the def2-TZVPD basis
C -0.1188 0.5373 -0.2224
C -1.1398 1.6458 0.0115
S -2.8907 1.1347 0.0338
N 1.2290 0.8526 0.2003
C 2.2006 -0.1707 -0.0299
O 2.2356 -1.1449 1.0292
H -0.4039 -0.4185 0.2214
H -0.0676 0.3166 -1.3074
H -0.9633 2.3649 -0.7856
H -0.9094 2.0954 0.9772
H -2.8993 0.6419 -1.2104
H 1.6358 1.7604 0.0701
H 1.9367 -0.7660 -0.9135
H 3.1896 0.2744 -0.0924
H 1.6027 -0.8466 1.6757
H -2.1358 -2.3506 0.4107
H -1.0162 -2.8427 -0.4474
O -1.4853 -3.0840 0.3792
```

Structure (SMILES): OCNCCS.O
2S+1: 1
LUMO energy: 0.603 eV
Highest occupied orbital energy: -9.39 eV
HOMO-LUMO gap: 0.3671 Ha

Results of the Mulliken charge analysis, in e, for atoms 1 through 6: -0.0732, -0.7525, -0.2158, -0.3914, -0.3265, -0.5251

***

three) C3H11NO2S | the ωB97M-V functional and the def2-TZVPD basis

```
18
C3H11NO2S the ωB97M-V functional and the def2-TZVPD basis
C -0.1681 0.3109 0.0221
O -0.3081 0.2300 -1.4315
C 0.4909 -0.9880 0.4137
C 0.9646 -0.9619 1.8749
S 2.0470 -2.4250 2.3140
N -0.4866 -2.0702 0.2853
H -1.0909 0.3245 0.6025
H 0.3977 1.2384 0.0664
H -0.8009 0.9994 -1.7423
H 1.3624 -1.1412 -0.2413
H 1.5068 -0.0778 2.1823
H 0.0640 -1.0671 2.4794
H 3.0891 -2.1028 1.5571
H -0.0606 -2.9627 0.5254
H -0.6378 -2.1711 -0.7153
H -2.4816 3.9641 -3.3598
H -1.8667 4.9063 -2.3230
O -2.0211 3.9942 -2.5098
```

Structure (SMILES): N[C@@H](CO)CS.O
2S+1: 1
LUMO energy: 0.645 eV
Highest occupied orbital energy: -9.13 eV
HOMO-LUMO gap: 0.3593 Ha

Results of the Mulliken charge analysis, in e, for atoms 1 through 6: -0.7161, -0.5271, 0.5760, -1.0231, -0.2167, -0.7863

***

four) C3H11NO2S | the ωB97M-V functional and the def2-TZVPD basis

```
18
C3H11NO2S the ωB97M-V functional and the def2-TZVPD basis
C -0.6429 0.2884 0.2364
C -1.6827 1.2124 -0.3858
S -1.8312 2.7782 0.5627
N -0.8150 -1.0826 -0.3046
C -0.2692 -2.0941 0.5264
O 1.1738 -2.1755 0.5989
H 0.3381 0.6560 -0.0738
H -0.7530 0.2504 1.3104
H -2.6634 0.7442 -0.3660
H -1.4147 1.4437 -1.4144
H -0.6135 2.6839 1.1621
H -0.4807 -1.2042 -1.2441
H -0.6244 -1.9773 1.5491
H -0.6635 -3.0686 0.2056
H 1.4036 -2.7159 -0.1356
H 2.9139 0.6934 -0.6171
H 3.7637 1.9435 -0.7349
O 2.8610 1.6239 -0.8755
```

Structure (SMILES): OCNCCS.O
2S+1: 1
LUMO energy: 0.585 eV
Highest occupied orbital energy: -8.90 eV
HOMO-LUMO gap: 0.3485 Ha

Results of the Mulliken charge analysis, in e, for atoms 1 through 6: -0.5151, -0.5060, -0.2549, -0.2561, -0.5570, -0.5265

***

Most stable: three)

***

one) C3H7N2O | the ωB97M-V functional and the def2-TZVPD basis

```
13
C3H7N2O the ωB97M-V functional and the def2-TZVPD basis
C -0.5967 -0.5408 0.0604
C -0.4004 0.9195 0.1636
C 1.0967 0.9999 -0.0853
N 1.4085 -0.3920 0.4624
N -1.5173 -1.4369 0.0537
O 2.2346 -1.1149 -0.1687
H -1.1224 1.5840 -0.2394
H -0.4767 1.0523 1.2564
H 1.3689 0.9627 -1.2097
H 1.6924 1.8446 0.3866
H -2.4673 -1.4232 0.1852
H -1.2772 -2.4096 -0.0965
H 2.2010 -2.0009 0.2296
```

2S+1: 1
LUMO energy (spin up / spin down): -4.985 / -4.949 eV
Highest occupied orbital energy (spin up / spin down): -13.52 / -13.53 eV
Total charge: +1
HOMO-LUMO gap (spin up / spin down): 0.3138 / 0.3152 Ha

Results of the Mulliken charge analysis, in e, for atoms 1 through 6: 0.2561, -0.4764, -0.4872, -0.0354, -0.2482, -0.2631

***

two) C3H7N2O | the ωB97M-V functional and the def2-TZVPD basis

```
13
C3H7N2O the ωB97M-V functional and the def2-TZVPD basis
C -0.6304 0.4874 1.0088
C 1.9616 0.3781 0.7026
C -1.2955 -1.0068 -0.8595
N 1.9075 1.0191 -0.3093
N -0.6655 0.1982 -0.2132
O 1.7833 -0.2979 1.6102
H -1.1848 -0.0872 1.7963
H 0.1059 1.2994 1.5603
H -1.9373 -0.7709 -1.7072
H -1.9529 -1.6771 -0.2638
H -0.3280 -1.4700 -1.2769
H -0.2289 0.8405 -0.9222
H 2.4651 1.0870 -1.1261
```

2S+1: 1
LUMO energy: -4.718 eV
Highest occupied orbital energy: -15.68 eV
Total charge: +1
HOMO-LUMO gap: 0.4029 Ha

Results of the Mulliken charge analysis, in e, for atoms 1 through 6: -0.2189, 0.6823, -0.7280, -0.5317, -0.0511, -0.3474

***

Most stable: two)

***

one) C3H7N2O | the ωB97M-V functional and the def2-TZVPD basis

```
13
C3H7N2O the ωB97M-V functional and the def2-TZVPD basis
C -0.1842 -0.1061 0.0518
C -0.4398 1.1550 0.5373
N 0.6082 1.4113 1.4055
C 1.1745 0.2681 1.8031
N 0.7185 -0.6537 0.9460
H -0.3561 -0.5365 -0.9317
H -1.0915 1.9537 0.2120
H 0.8936 2.2638 1.8601
H 1.9095 0.2933 2.5956
H 0.9140 -1.6450 0.9555
H -2.0416 -1.6495 -2.8268
H -1.0316 -1.1937 -3.7496
O -1.0737 -1.5606 -2.8589
```

2S+1: 1
LUMO energy: -3.457 eV
Highest occupied orbital energy: -14.54 eV
Total charge: +1
HOMO-LUMO gap: 0.4072 Ha

Results of the Mulliken charge analysis, in e, for atoms 1 through 6: -0.2064, -0.3569, -0.0125, -0.0919, -0.0308, 0.4779

***

two) C3H7N2O | the ωB97M-V functional and the def2-TZVPD basis

```
13
C3H7N2O the ωB97M-V functional and the def2-TZVPD basis
C 0.3377 -0.1430 -1.5362
C -0.8328 0.3436 -1.0240
C 0.2076 0.4902 1.2184
N 1.5144 -0.2157 -1.0409
N -0.9876 0.1630 0.4569
O 0.5134 -0.5244 2.0611
H 0.0408 -0.3855 -2.6308
H -1.7456 0.2550 -1.4809
H 0.4294 1.5052 1.4377
H 2.2399 -0.8726 -1.2121
H -1.7533 0.8669 0.8365
H -1.3560 -0.8167 0.4525
H 1.3922 -0.6659 2.4618
```

2S+1: 1
LUMO energy (spin up / spin down): -4.395 / -6.010 eV
Highest occupied orbital energy (spin up / spin down): -13.70 / -12.77 eV
Total charge: +1
HOMO-LUMO gap (spin up / spin down): 0.3419 / 0.2484 Ha

Results of the Mulliken charge analysis, in e, for atoms 1 through 6: 0.2170, -0.5975, -0.1344, -0.4461, -0.2159, -0.4517

***

three) C3H7N2O | the ωB97M-V functional and the def2-TZVPD basis

```
13
C3H7N2O the ωB97M-V functional and the def2-TZVPD basis
C -0.0127 1.3687 0.1656
C 1.0509 0.2201 0.0292
C -1.0531 -0.6407 -0.4195
N -1.2168 0.7382 -0.4333
N 0.2536 -1.0280 0.1679
O -2.1112 -0.1816 0.2812
H -0.2502 1.5840 1.2648
H 0.2200 2.1933 -0.4442
H 1.7348 0.1300 -0.8744
H 1.8480 0.2419 0.8187
H -1.3046 -1.6635 -1.5887
H 0.6260 -1.8533 -0.2606
H 0.2153 -1.1089 1.2934
```

2S+1: 1
LUMO energy: -3.942 eV
Highest occupied orbital energy: -14.96 eV
Total charge: +1
HOMO-LUMO gap: 0.4048 Ha

Results of the Mulliken charge analysis, in e, for atoms 1 through 6: -0.3794, -0.5495, 0.1431, -0.2419, -0.1226, -0.2648

***

Most stable: one)

***

one) C3H12N2O | the ωB97M-V functional and the def2-TZVPD basis

```
18
C3H12N2O the ωB97M-V functional and the def2-TZVPD basis
C 1.1629 1.0962 0.7859
C 2.3545 -0.2829 -0.6834
N 1.8658 0.0340 0.6249
O 0.1877 -1.8697 0.3355
H -0.0639 -2.7688 0.1016
H -0.7253 0.7058 0.8207
H 0.9304 1.7759 -0.0450
H 1.0796 1.4825 1.7959
H 3.4376 -0.1105 -0.6853
H 1.8873 0.2985 -1.4950
H 2.1749 -1.3390 -0.8533
C -2.3354 0.4583 -0.5493
N -1.5723 0.0268 0.6175
H -2.1717 -0.0686 1.4307
H -0.6433 -1.1203 0.3977
H -1.6377 0.6233 -1.3709
H -3.0341 -0.3256 -0.8476
H -2.8970 1.3841 -0.3805
```

Structure (SMILES): C=NC.CN.O
2S+1: 1
LUMO energy: 0.860 eV
Highest occupied orbital energy: -9.33 eV
HOMO-LUMO gap: 0.3744 Ha

Results of the Mulliken charge analysis, in e, for atoms 1 through 6: -0.7161, -0.6818, -0.2445, -0.7395, 0.2451, 0.1571

***

two) C3H12N2O | the ωB97M-V functional and the def2-TZVPD basis

```
18
C3H12N2O the ωB97M-V functional and the def2-TZVPD basis
C 0.5176 -0.2982 -1.5164
C -0.5029 -0.8026 -2.5384
N 0.0638 0.8342 -0.7206
H -0.7430 0.5523 -0.1557
H -0.2226 1.5981 -1.3268
H 1.4386 -0.0032 -2.0290
H 0.7656 -1.1009 -0.8163
H -0.7240 -0.0281 -3.2709
H -0.1193 -1.6732 -3.0640
H -1.4295 -1.0878 -2.0410
C 0.9720 0.4738 2.1419
N -0.2997 0.1992 2.7383
O -1.3286 -0.1777 1.6827
H -2.0161 0.4918 1.8062
H -0.2545 -0.6648 3.2768
H 0.8009 1.0760 1.1852
H 1.5753 1.0233 2.8646
H 1.5064 -0.4122 1.7833
```

Structure (SMILES): CCN.CNO
2S+1: 1
LUMO energy: 1.046 eV
Highest occupied orbital energy: -8.98 eV
HOMO-LUMO gap: 0.3683 Ha

Results of the Mulliken charge analysis, in e, for atoms 1 through 6: -0.3599, -1.0915, -0.4639, 0.1743, 0.2030, 0.3448

***

Most stable: one)